No. 1
50
Properties=species:S:1:pos:R:3:forces:R:3:lowdin_charge:R:1 method="wB97M-V/def2-TZVPD" e_above_lowest_kcal_mol=14.0 e_lumo_ev="-2.760 / -5.879" multiplicity=3 charge=+1 largest_force_ev_per_a=2.364 e_tot_ha=-1981.31929
Pd 2.334870 0.758647 -1.075714 -0.934 -0.791 -0.190 1.21
C -3.515129 -3.825570 1.317111 -0.042 0.141 -0.223 -0.01
C -3.918250 -2.733391 0.326267 -0.540 -0.561 0.153 -0.30
C -5.208991 -2.020412 0.725918 0.099 0.049 0.039 -0.12
C -5.028399 -1.290512 2.051011 -0.082 -0.148 -0.093 -0.13
C -3.815476 -0.410975 1.989994 -0.031 0.021 0.150 -0.12
C -3.694091 0.655861 2.853405 0.213 0.031 -0.176 0.07
C -2.599958 1.511636 2.754473 0.221 -0.083 -0.268 -0.25
F -2.504194 2.545980 3.601285 -0.084 0.036 0.017 0.08
C -1.628189 1.331469 1.808123 -0.249 -0.021 0.275 0.07
C -1.694295 0.214488 0.966863 -0.066 0.001 0.017 -0.04
C -0.588863 -0.025202 0.048407 -0.626 -0.802 -0.068 -0.28
O 0.381520 0.786371 0.069743 1.220 0.421 -0.331 -0.13
C -0.717626 -1.179870 -0.764159 0.815 0.430 -0.197 -0.01
C -1.835765 -1.971870 -0.642840 0.040 0.046 0.021 0.05
N -2.834690 -1.755982 0.211858 0.310 0.095 -0.412 0.02
C -2.791852 -0.665916 1.049478 0.322 0.763 0.370 -0.06
C 0.330457 -1.664876 -1.785842 -1.987 -0.435 0.662 -0.60
O 0.018348 -2.637497 -2.446562 0.355 -0.033 -0.186 0.07
O 1.438194 -1.052301 -1.862834 1.916 1.384 -0.035 -0.10
H -4.342458 -4.515977 1.457077 -0.053 -0.091 0.038 0.09
H -3.244475 -3.398802 2.279421 0.026 0.006 0.111 0.09
H -2.661449 -4.380522 0.936925 0.088 -0.074 0.006 0.09
H -4.051092 -3.182472 -0.663151 0.074 0.143 0.099 0.16
H -6.017540 -2.746733 0.802887 0.045 -0.026 -0.088 0.13
H -5.473885 -1.299654 -0.050847 -0.041 -0.035 -0.031 0.13
H -4.920758 -2.008406 2.868898 -0.056 0.024 -0.005 0.13
H -5.906946 -0.681731 2.272219 0.045 -0.058 0.019 0.13
H -4.446412 0.852106 3.603552 -0.100 0.000 0.008 0.14
H -0.817698 2.032623 1.699966 0.027 0.033 0.059 0.11
H -1.897403 -2.841621 -1.284609 -0.070 -0.044 0.023 0.16
Cl 7.391924 2.920535 -2.831913 0.041 0.045 0.000 0.73
C 6.254684 1.646283 -3.003346 -0.399 -0.399 -0.030 -0.64
C 6.474983 0.586796 -3.879680 -0.134 0.256 0.273 -0.05
C 5.514578 -0.408261 -3.965514 -0.052 0.100 0.094 -0.02
C 4.370975 -0.322201 -3.185998 -0.029 -0.371 -0.248 -0.10
N 4.177571 0.698550 -2.350026 -0.685 0.003 0.509 -0.04
C 5.084405 1.663533 -2.250448 0.549 0.425 -0.064 -0.15
H 7.376716 0.554274 -4.471335 0.067 -0.020 -0.053 0.12
H 5.655816 -1.244476 -4.633080 -0.061 -0.046 -0.008 0.12
H 3.588406 -1.077535 -3.226164 0.113 0.146 0.047 0.11
H 4.872715 2.468348 -1.555826 0.056 -0.089 -0.081 0.09
N 1.856427 2.714307 1.687342 -0.131 -0.216 -0.014 0.19
C 2.773784 3.279498 0.887750 -0.116 0.180 0.427 -0.63
N 3.274732 4.474892 1.246516 0.058 0.102 -0.017 0.19
O 3.176829 2.710827 -0.145625 -0.018 -0.599 -0.646 -0.09
H 1.461013 3.192124 2.480014 0.081 -0.047 -0.070 0.12
H 1.402512 1.875257 1.336175 -0.157 0.220 0.166 0.06
H 2.952843 4.969617 2.058839 0.022 -0.040 -0.004 0.12
H 3.991579 4.898744 0.683995 -0.057 -0.075 -0.041 0.12

No. 2
87
Properties=species:S:1:pos:R:3:forces:R:3:lowdin_charge:R:1 method="wB97M-V/def2-TZVPD" e_above_lowest_kcal_mol=2.1 e_lumo_ev="1.926 / -0.368" multiplicity=4 charge=-1 largest_force_ev_per_a=0.609 e_tot_ha=-8058.15278
Ti -0.439013 0.526457 -0.041858 0.076 0.045 0.602 1.06
N 1.996281 -2.869473 0.451180 -0.018 -0.012 -0.032 0.02
C 2.334360 -2.693327 1.861153 -0.002 0.010 0.022 -0.28
C 1.109269 -2.299150 2.688290 0.005 0.000 -0.029 -0.12
C 0.713908 -0.848863 2.438624 0.055 -0.031 -0.024 -0.61
O 1.209834 0.051891 3.084706 -0.012 -0.002 0.008 0.07
O -0.183400 -0.686670 1.496860 -0.081 0.057 -0.216 -0.24
H 2.840948 -3.075819 -0.069895 0.004 0.001 0.003 0.06
H 1.659665 -1.992274 0.058176 0.004 0.038 0.001 0.03
H 3.116836 -1.942259 2.035999 -0.002 0.002 -0.014 0.12
H 2.711741 -3.647345 2.240711 0.003 0.006 0.009 0.10
H 1.352903 -2.391672 3.747423 -0.002 0.002 0.002 0.11
H 0.284204 -2.968353 2.435461 -0.004 0.008 -0.005 0.11
C -3.271515 -3.900867 -6.497223 -0.001 -0.003 0.003 -0.04
C -2.387860 -4.526177 -5.407117 0.000 0.008 0.000 -0.55
C -3.176276 -5.647433 -4.730112 0.006 0.001 0.003 -0.07
C -1.132384 -5.135656 -6.050840 -0.001 0.002 0.001 -0.04
C -1.965875 -3.440511 -4.427572 -0.006 -0.006 -0.015 -0.13
C -2.237244 -3.521474 -3.057957 -0.008 -0.024 0.000 -0.07
C -1.853975 -2.505437 -2.230951 0.048 0.018 -0.008 -0.53
Br -2.203611 -2.615415 -0.401458 -0.012 -0.004 0.009 0.92
C -1.189708 -1.294899 -2.716858 -0.154 0.065 0.004 -0.30
O -1.051485 -0.324003 -1.956139 0.064 -0.133 -0.163 -0.06
C -0.792488 -1.293817 -4.129883 0.016 0.001 0.050 -0.02
C -1.243184 -2.331943 -4.903907 0.005 -0.037 0.020 0.01
C 0.079309 -0.231377 -4.806069 -0.013 -0.021 -0.041 -0.52
C 0.768682 0.748159 -3.859140 0.034 -0.003 -0.002 -0.03
C -0.795585 0.557520 -5.793507 -0.032 0.022 0.012 -0.03
C 1.198278 -0.957530 -5.577658 0.004 0.021 -0.028 -0.04
H -3.573994 -4.668837 -7.212482 0.000 0.000 0.000 0.09
H -2.746883 -3.118175 -7.045059 0.000 0.001 -0.002 0.08
H -4.171294 -3.462204 -6.062561 -0.001 0.001 0.000 0.09
H -3.467898 -6.385208 -5.479420 0.000 0.000 -0.001 0.08
H -4.086545 -5.272277 -4.258902 -0.001 0.000 0.000 0.09
H -2.580273 -6.160839 -3.973579 -0.001 0.001 0.001 0.09
H -1.421653 -5.920153 -6.753632 -0.001 0.000 -0.001 0.09
H -0.482882 -5.575573 -5.292165 0.000 0.000 -0.001 0.09
H -0.554656 -4.389863 -6.597097 0.001 0.001 0.000 0.08
H -2.749058 -4.373750 -2.637917 -0.003 0.003 0.005 0.10
H -1.000396 -2.311796 -5.957621 -0.036 0.000 0.021 0.10
H 0.064023 1.386152 -3.341993 -0.064 0.062 0.061 0.06
H 1.419109 1.391336 -4.456403 0.000 -0.005 0.008 0.10
H 1.384658 0.228378 -3.128940 0.020 -0.006 0.063 0.08
H -1.589426 1.087635 -5.267254 0.029 -0.019 -0.025 0.07
H -1.242226 -0.092079 -6.550559 -0.002 -0.017 0.000 0.08
H -0.176664 1.298214 -6.303872 0.003 0.007 -0.002 0.09
H 1.820480 -1.538774 -4.894857 -0.003 -0.005 -0.002 0.10
H 1.833257 -0.210958 -6.057025 0.001 -0.001 -0.004 0.09
H 0.820289 -1.622005 -6.357126 0.046 0.032 0.005 0.07
O 3.485492 0.351645 -1.071226 0.017 -0.025 0.023 0.03
C 2.376711 0.658907 -0.651071 -0.032 0.016 -0.034 -0.58
O 1.313359 -0.110233 -0.761536 -0.129 0.075 -0.071 -0.19
C 2.071594 1.945367 -0.003057 0.020 0.017 -0.117 -0.19
C 3.000816 2.983164 0.022619 0.004 -0.022 0.094 -0.02
C 2.665768 4.193998 0.562808 -0.001 0.006 -0.010 -0.03
C 1.366179 4.354133 1.140465 0.000 0.006 0.009 -0.16
C 0.964929 5.546046 1.764691 0.009 -0.008 -0.008 -0.05
C -0.277669 5.668726 2.345045 -0.016 -0.005 0.004 -0.11
C -1.154969 4.582778 2.327553 0.015 0.012 0.018 -0.10
C -0.785830 3.403242 1.719016 0.008 -0.015 0.001 -0.03
C 0.460667 3.268681 1.096200 -0.012 0.002 -0.010 -0.19
N 0.786627 2.077624 0.458171 -0.087 -0.035 -0.054 0.02
H 3.972215 2.783923 -0.409503 0.005 -0.002 0.009 0.11
H 3.360822 5.024263 0.576702 0.000 0.000 0.003 0.10
H 1.661787 6.377069 1.780888 0.001 0.000 0.001 0.10
H -0.570424 6.599279 2.815732 0.000 0.000 0.000 0.09
H -2.131618 4.664836 2.788541 -0.002 0.001 -0.005 0.10
H -1.462380 2.560387 1.712569 -0.005 0.026 -0.004 0.08
C -4.680031 -0.634541 3.708602 -0.009 -0.003 0.002 -0.02
N -4.083963 0.002655 2.554669 0.001 -0.003 -0.006 -0.13
C -4.708281 0.843605 1.661140 -0.002 -0.001 0.012 -0.05
C -3.772716 1.164513 0.727383 -0.003 -0.049 -0.075 -0.10
N -2.589791 0.526819 1.027034 0.121 -0.004 -0.028 -0.01
C -2.817827 -0.158328 2.127117 0.018 0.053 0.026 -0.17
H -5.491053 -0.012817 4.081494 0.008 0.006 0.010 0.09
H -3.933864 -0.739052 4.493550 0.007 -0.009 -0.010 0.09
H -5.074826 -1.618980 3.455423 -0.010 0.005 -0.003 0.09
H -5.735596 1.139884 1.780719 0.001 0.005 -0.007 0.11
H -3.868081 1.810877 -0.125893 -0.007 0.005 -0.001 0.08
H -2.086219 -0.759758 2.638198 -0.007 -0.004 0.001 0.13
F -1.702733 2.153615 -1.008186 0.073 -0.070 -0.054 -0.31
As -2.187830 3.437105 -2.188154 0.062 0.029 -0.050 0.75
F -0.519340 3.682590 -2.538538 -0.007 -0.072 -0.014 -0.22
F -2.274617 2.188205 -3.391674 0.008 0.000 0.021 -0.24
F -2.668693 4.627206 -3.337916 -0.011 -0.008 0.017 -0.24
F -3.845672 3.103508 -1.777784 0.013 -0.026 -0.004 -0.25
F -2.117187 4.585191 -0.913748 -0.012 0.007 0.014 -0.22

No. 3
13
Properties=species:S:1:pos:R:3:forces:R:3:lowdin_charge:R:1 method="wB97M-V/def2-TZVPD" e_above_lowest_kcal_mol=43.2 e_lumo_ev=1.033 multiplicity=1 smiles=Cc1ccc[nH]1 largest_force_ev_per_a=0.993 e_tot_ha=-249.40440
C -0.804066 -1.496150 0.160185 -0.185 -0.563 -0.489 -0.07
C 0.413130 -0.702543 -0.372256 -0.481 0.191 0.847 -0.30
C 0.881980 -0.064765 0.763741 0.464 0.326 0.237 -0.12
C 0.688576 1.315082 0.646363 0.288 0.210 0.057 -0.09
C 0.257286 1.530765 -0.648662 0.059 0.150 -0.147 -0.11
N 0.110966 0.333291 -1.263309 -0.218 0.147 0.079 0.03
H -1.559847 -1.549658 -0.616565 -0.065 -0.443 -0.123 0.06
H -0.559160 -2.482789 0.548629 -0.016 -0.093 -0.194 0.07
H -1.261890 -0.925844 0.991465 0.042 -0.277 -0.477 0.08
H 1.107279 -0.637084 1.654421 -0.186 0.257 0.104 0.11
H 0.693364 2.032333 1.451784 0.432 0.164 -0.190 0.09
H 0.041081 2.454349 -1.165190 0.206 -0.027 -0.021 0.11
H -0.001591 0.222850 -2.261600 -0.339 -0.042 0.319 0.15

No. 4
80
Properties=species:S:1:pos:R:3:forces:R:3:lowdin_charge:R:1 method="wB97M-V/def2-TZVPD" e_above_lowest_kcal_mol=0.0 e_lumo_ev=-4.039 multiplicity=1 charge=+1 largest_force_ev_per_a=1.108 e_tot_ha=-3814.23875
Ti 0.273235 1.512567 -1.707896 0.272 0.002 -0.165 1.16
C -2.188144 4.477299 -3.611655 0.049 0.087 -0.063 0.03
C -1.143944 3.930717 -2.696536 0.027 -0.055 0.048 -0.28
O -0.907711 2.706034 -2.772745 -0.415 0.285 -0.203 -0.07
C -0.448052 4.777161 -1.743390 -0.167 0.073 -0.190 -0.08
C -0.621089 6.170754 -1.799849 0.022 0.041 -0.025 0.00
C 0.046987 7.000989 -0.932498 0.040 -0.020 0.064 -0.05
C 0.898819 6.445199 0.024951 0.020 0.052 0.007 -0.03
C 1.074820 5.078086 0.117705 0.059 0.123 0.095 0.02
C 0.402618 4.242085 -0.759149 -0.017 -0.504 -0.025 -0.25
O 0.555577 2.908367 -0.625418 0.010 0.989 0.498 -0.17
H -2.614038 3.671503 -4.201395 0.011 -0.019 0.010 0.10
H -1.748853 5.217314 -4.283294 -0.018 -0.013 0.003 0.11
H -2.969881 4.974705 -3.035355 0.015 -0.001 -0.019 0.11
H -1.273417 6.597576 -2.549803 0.019 -0.006 0.034 0.12
H -0.082345 8.072139 -0.993639 0.008 -0.009 0.007 0.12
H 1.431754 7.094407 0.708372 -0.014 -0.014 -0.014 0.12
H 1.728259 4.634320 0.856167 -0.005 0.014 0.012 0.13
C -1.943214 -3.562231 3.361838 -0.065 0.036 -0.050 -0.09
C -3.093061 -3.530164 2.359621 0.093 -0.121 0.038 -0.28
S -3.060862 -2.107232 1.312046 0.005 -0.310 0.102 0.67
O -1.695169 -1.821545 0.933052 0.002 -0.108 -0.297 -0.30
O -4.082643 -2.251476 0.303170 0.151 -0.010 0.086 -0.28
C -3.549305 -0.785886 2.393375 0.001 0.000 0.325 -0.20
C -4.162619 0.338093 1.591180 0.009 0.341 -0.039 -0.11
N -3.399779 0.617435 0.366477 -0.006 0.144 0.083 0.06
C -2.106305 0.990775 0.328211 0.168 0.089 -0.013 -0.29
N -1.667870 1.008386 -0.927502 -0.383 -0.134 -0.125 0.03
C -2.711504 0.604402 -1.730677 0.379 -0.007 0.023 0.01
C -3.765866 0.354005 -0.937558 -0.355 -0.089 0.073 -0.14
N -5.084586 -0.027842 -1.373070 -0.028 0.356 -0.181 -0.33
O -6.007951 0.130052 -0.598249 -0.087 -0.126 -0.025 0.10
O -5.176030 -0.395596 -2.521291 0.036 -0.129 0.073 0.13
C -1.290479 1.294647 1.530915 0.022 0.040 -0.015 0.03
H -1.940923 -4.519789 3.880984 -0.006 0.018 -0.002 0.09
H -2.043646 -2.776610 4.113500 -0.024 -0.028 -0.026 0.08
H -0.983904 -3.435540 2.861769 -0.010 -0.048 -0.036 0.06
H -4.075509 -3.518052 2.834281 -0.001 -0.092 -0.037 0.11
H -3.078361 -4.358005 1.647405 0.094 -0.065 0.073 0.11
H -2.647258 -0.486154 2.922401 -0.051 0.000 0.082 0.10
H -4.279532 -1.151408 3.114698 -0.012 -0.039 -0.027 0.12
H -4.192354 1.236605 2.206017 -0.018 0.098 -0.086 0.14
H -5.172232 0.103828 1.282291 0.016 -0.045 0.032 0.11
H -2.644479 0.512697 -2.799614 0.030 0.018 -0.022 0.14
H -1.893105 1.767891 2.305794 0.001 0.002 -0.001 0.10
H -0.468644 1.955273 1.269970 -0.020 0.020 -0.009 0.08
H -0.852453 0.375593 1.925064 -0.007 0.005 -0.039 0.09
O 0.293101 -0.396853 -2.532182 0.018 -0.301 0.030 -0.03
C 0.957206 -0.762607 -1.519852 -0.080 -0.046 0.114 -0.54
N 1.623114 -1.878203 -1.293497 -0.127 -0.277 0.073 0.22
C 2.305293 -1.831298 0.009194 -0.096 0.000 -0.004 -0.22
C 1.762442 -0.464320 0.549408 0.223 0.110 -0.503 -0.37
O 1.960161 0.002104 1.630049 -0.052 0.015 0.184 0.15
N 1.056702 0.140458 -0.496194 0.133 -0.594 0.309 0.07
C 1.925154 -2.985960 0.922475 0.021 0.042 -0.023 -0.17
C 2.401003 -2.983150 2.233089 0.039 0.005 -0.014 -0.03
C 2.192695 -4.079809 3.052108 -0.026 -0.027 0.014 -0.06
C 1.514338 -5.195443 2.572663 -0.047 0.029 0.055 -0.09
C 1.017310 -5.191621 1.280268 -0.019 0.049 0.007 -0.08
C 1.215249 -4.085171 0.460518 -0.015 -0.045 -0.045 -0.03
C 3.817416 -1.741681 -0.228344 0.019 0.025 0.073 -0.14
C 4.646352 -2.831444 0.006137 0.023 0.001 -0.035 -0.01
C 6.002591 -2.754246 -0.288767 -0.030 0.007 -0.007 -0.06
C 6.537470 -1.590016 -0.815165 -0.003 0.016 -0.002 -0.07
C 5.712376 -0.497625 -1.053658 0.026 -0.047 0.004 -0.06
C 4.361482 -0.575044 -0.762835 -0.035 0.031 -0.032 -0.02
H 1.729552 -2.610620 -1.976503 0.059 0.042 -0.019 0.18
H 2.964409 -2.133772 2.597177 -0.030 -0.002 -0.006 0.13
H 2.582553 -4.072963 4.062020 -0.015 -0.005 -0.012 0.11
H 1.373293 -6.061456 3.206943 0.012 0.016 -0.007 0.11
H 0.483973 -6.052808 0.897741 0.007 0.019 0.003 0.11
H 0.817558 -4.108387 -0.545825 0.002 0.028 0.015 0.11
H 4.240922 -3.746289 0.417011 0.020 0.003 -0.001 0.12
H 6.638093 -3.611292 -0.107245 -0.009 0.015 0.006 0.11
H 7.594004 -1.531070 -1.041587 -0.011 -0.002 0.004 0.11
H 6.121715 0.414002 -1.469304 -0.007 -0.011 0.016 0.11
H 3.731873 0.284658 -0.966652 -0.003 -0.001 0.015 0.11
S 1.727753 2.673837 -5.642557 0.048 -0.017 0.053 0.74
C 1.697938 2.244609 -4.134094 0.025 0.046 0.077 -0.89
N 1.649959 1.940102 -2.973208 0.078 0.035 -0.377 -0.04

No. 5
16
Properties=species:S:1:pos:R:3:forces:R:3:lowdin_charge:R:1 method="wB97M-V/def2-TZVPD" e_above_lowest_kcal_mol=4.6 e_lumo_ev="-3.204 / -10.895" multiplicity=2 charge=+1 largest_force_ev_per_a=1.078 e_tot_ha=-159.16252
C -2.641680 0.123788 0.350639 0.359 -0.051 -0.649 -0.13
C -1.209078 0.072458 0.854921 -0.131 0.891 -0.593 -0.15
H -3.050065 1.132093 0.416096 0.002 0.066 0.397 0.08
H -2.639154 -0.052320 -0.734520 -0.252 -0.271 0.183 0.08
H -3.291607 -0.590909 0.850928 0.033 0.005 -0.120 0.08
H -0.690846 -0.838638 0.466566 -0.090 -0.293 0.342 0.08
H -1.131938 0.125516 1.945715 0.319 -0.422 -0.070 0.10
H -0.656800 0.931702 0.456606 -0.108 0.080 0.200 0.06
C 2.397939 -0.256970 -0.016018 -0.227 -0.213 -0.083 -0.06
C 1.544371 0.089062 -1.138877 -0.326 0.508 -0.053 -0.02
H 2.442285 -1.336202 0.205254 0.236 0.026 -0.087 0.13
H 3.463313 -0.053147 -0.329283 -0.059 -0.095 -0.020 0.17
H 2.168422 0.325466 0.867415 0.135 0.038 0.133 0.10
H 1.664093 -0.319090 -2.150339 0.250 -0.257 0.173 0.13
H 0.486437 -0.459801 -0.923493 -0.177 -0.021 0.360 0.20
H 1.144309 1.106991 -1.121608 0.035 0.008 -0.113 0.12